# C4H4N6O

A single C4H4N6O molecule (ωB97M-V with the def2-TZVPD basis set, the Open Molecules 2025 dataset).

Cartesian coordinates (Å):
N 1.884006 -1.266396 0.181194
C 0.578399 -0.702383 0.003757
N -0.364057 -1.475900 -0.131061
C -1.527812 -0.614328 -0.027031
N -2.689739 -1.107237 -0.036575
O -3.582415 -0.130911 -0.117197
N -2.987220 1.040434 0.102319
C -1.609887 0.763151 0.253357
N -0.529183 1.529306 0.116481
C 0.529845 0.787483 0.004788
N 1.884836 1.267254 -0.147389
H 2.052850 -0.878831 1.316884
H 1.869469 -2.286828 -0.280135
H 2.102594 2.337075 -0.420108
H 2.388311 0.738106 -0.819291

Forces on atoms 1 to 2 (eV/Å):
N -0.489 0.583 1.419
C 4.706 0.606 0.576

Results
Spin multiplicity: 1
Maximum force in hartree/bohr: 0.1093
Orbital gap in eV: 8.902
DFT total energy in eV: -15195.721
Lowest unoccupied orbital energy in eV: -0.549
Energy above the lowest of the compared OMol25 structures with the same formula, charge and spin in kJ/mol: 304.0
HOMO level in eV: -9.45
Structure (SMILES): Nc1nc2nonc2nc1N
Molecular weight in u: 152.1

Want to see where the charge sits? The Löwdin charges in e are:
1 N 0.02
2 C -0.43
3 N 0.22
4 C -0.30
5 N 0.11
6 O -0.06
7 N 0.13
8 C -0.26
9 N 0.18
10 C -0.27
11 N 0.08
12 H 0.22
13 H 0.15
14 H 0.17
15 H 0.05